# C24H48Br12O6

A 9-piece molecular cluster, C24H48Br12O6 overall (ωB97M-V/def2-TZVPD, the OMol25 dataset).

CARTESIAN COORDINATES (ANGSTROEM)
C (1.775, 7.897, -4.574)
C (2.796, 6.833, -4.974)
O (2.961, 6.650, -6.357)
C (3.996, 6.126, -6.908)
C (4.004, 6.109, -8.379)
O (4.979, 5.689, -6.327)
H (1.869, 8.169, -3.523)
H (0.773, 7.541, -4.814)
H (1.936, 8.877, -5.024)
H (3.809, 7.169, -4.750)
H (2.556, 5.996, -4.318)
H (3.029, 6.406, -8.765)
H (4.157, 5.082, -8.711)
H (4.845, 6.644, -8.819)
C (-0.564, -6.328, -0.281)
C (0.152, -7.536, 0.257)
O (-0.563, -8.743, -0.031)
C (0.145, -9.891, -0.203)
C (-0.831, -10.988, -0.571)
O (1.316, -10.057, -0.139)
H (-1.601, -6.346, 0.053)
H (-0.549, -6.270, -1.370)
H (-0.134, -5.417, 0.135)
H (1.225, -7.489, 0.072)
H (0.118, -7.314, 1.324)
H (-1.362, -10.742, -1.491)
H (-1.545, -11.193, 0.226)
H (-0.360, -11.938, -0.826)
C (1.075, 3.415, 0.465)
C (-0.409, 3.529, 0.149)
O (-0.901, 2.324, -0.516)
C (-1.384, 1.325, 0.156)
C (-1.563, 0.093, -0.671)
O (-1.425, 1.266, 1.383)
H (1.321, 4.275, 1.087)
H (1.542, 3.333, -0.517)
H (1.263, 2.477, 0.988)
H (-1.019, 3.638, 1.046)
H (-0.669, 4.455, -0.364)
H (-0.658, -0.497, -0.813)
H (-1.584, 0.476, -1.691)
H (-2.415, -0.485, -0.313)
Br (-7.919, -1.941, 1.537)
C (-7.008, -0.321, 2.137)
C (-6.604, -0.483, 3.609)
Br (-5.847, 1.258, 4.268)
H (-7.610, 0.524, 1.803)
H (-6.133, -0.336, 1.488)
H (-5.906, -1.304, 3.773)
H (-7.523, -0.577, 4.188)
Br (0.528, 4.995, 5.490)
C (0.433, 3.376, 6.624)
C (-0.720, 2.597, 6.052)
Br (-0.917, 0.765, 6.889)
H (0.578, 3.585, 7.684)
H (1.270, 2.702, 6.440)
H (-0.627, 2.420, 4.981)
H (-1.639, 3.091, 6.368)
Br (1.341, -2.523, 4.045)
C (0.078, -4.000, 4.617)
C (-1.293, -3.666, 4.202)
Br (-2.552, -5.217, 4.054)
H (0.129, -4.097, 5.702)
H (0.514, -4.846, 4.086)
H (-1.289, -3.257, 3.191)
H (-1.728, -2.817, 4.730)
Br (-6.497, -1.709, -3.371)
C (-8.315, -1.949, -4.269)
C (-8.634, -0.807, -5.196)
Br (-10.400, -1.096, -6.066)
H (-9.138, -2.028, -3.559)
H (-8.389, -2.829, -4.909)
H (-7.868, -0.462, -5.891)
H (-8.657, 0.047, -4.520)
Br (8.055, -3.304, 0.608)
C (6.276, -2.320, 1.061)
C (5.936, -1.631, -0.258)
Br (4.079, -0.963, -0.223)
H (6.412, -1.604, 1.871)
H (5.584, -3.115, 1.339)
H (6.041, -2.262, -1.140)
H (6.603, -0.772, -0.343)
Br (5.634, 5.426, 0.012)
C (6.169, 3.931, 1.250)
C (5.745, 4.192, 2.648)
Br (5.961, 2.542, 3.674)
H (7.204, 3.596, 1.173)
H (5.578, 3.090, 0.887)
H (4.718, 4.510, 2.824)
H (6.245, 5.027, 3.138)

Atomic forces in eV per Å
C 0.1 0.4 -0.8
C 1.7 1.5 1.8
O -3.8 0.4 -0.6
C 3.8 -1.3 0.3
C -1.0 -0.4 -1.3
O -1.0 0.3 0.5
H -0.1 -0.7 0.2
H -0.1 0.2 0.2
H 0.0 -0.2 -0.6
H 0.0 0.0 1.1
H 0.3 -0.8 -0.9
H 0.2 0.3 -0.3
H 0.0 -0.1 0.2
H -0.2 0.4 0.3
C -0.5 0.0 -0.7
C 0.2 1.3 1.4
O 1.1 0.3 -0.1
C -1.9 -0.8 -0.6
C -0.2 -0.6 -0.4
O 1.2 0.7 0.4
H -0.1 0.0 -0.1
H 0.0 0.1 0.0
H 0.2 -0.1 -0.1
H -0.1 -0.8 -0.8
H -0.1 -0.8 0.5
H -0.3 0.4 0.2
H -0.1 0.3 -0.1
H 0.5 0.2 0.4
C -1.2 -0.5 -0.6
C -0.9 -0.4 1.7
O 0.5 2.4 -1.8
C 1.5 -2.1 3.5
C -0.1 0.8 -1.4
O -0.6 0.7 -1.1
H 0.5 -0.1 -0.3
H 0.7 0.5 0.3
H 0.0 0.1 0.2
H 0.2 -0.3 0.4
H 0.1 -0.6 -1.0
H 0.2 -0.1 1.1
H -1.2 -0.3 -0.3
H 0.2 0.0 -0.4
Br -0.2 -0.1 0.2
C 1.2 -0.5 -0.5
C -1.1 1.3 -0.5
Br -0.1 -0.9 -0.4
H -0.1 -0.1 0.8
H 0.1 0.2 0.2
H 0.0 0.3 0.0
H 0.3 -0.3 0.2
Br 0.2 -0.5 0.7
C 1.3 -1.2 -0.9
C -1.2 -0.2 1.5
Br 0.4 0.9 -0.3
H -1.1 0.4 -0.1
H 0.7 0.6 -0.5
H -0.1 0.1 0.3
H -0.2 -0.2 -0.7
Br -0.8 -0.6 0.5
C 1.2 0.0 0.2
C -1.2 1.0 -1.8
Br 0.8 0.8 0.4
H 0.5 -0.1 -0.2
H -0.3 0.0 0.3
H 0.1 -0.4 -0.2
H -0.2 -0.6 0.7
Br -1.7 -0.3 -0.8
C -0.1 -0.6 -1.0
C 0.3 1.6 1.1
Br 1.1 0.2 0.5
H 0.6 0.1 0.5
H 0.9 -0.5 0.6
H -0.2 -0.9 -0.5
H -0.9 0.4 -0.3
Br -1.3 0.9 0.7
C 0.6 -0.8 -1.1
C 0.2 0.2 0.5
Br 0.5 -0.1 0.1
H 0.3 -0.3 -0.1
H 0.2 0.1 -0.1
H -0.2 0.0 0.3
H -0.3 0.0 -0.3
Br 0.7 -0.8 0.8
C -1.0 -0.6 -0.9
C -0.4 1.1 1.2
Br 0.1 0.3 0.0
H 0.1 0.8 -0.2
H 0.0 0.1 -0.2
H -0.3 -0.6 -0.7
H 0.8 -0.4 0.0

Computed properties:
**HOMO level**: -10.15 eV
**SMILES**: CCOC(C)=O.CCOC(C)=O.CCOC(C)=O.BrCCBr.BrCCBr.BrCCBr.BrCCBr.BrCCBr.BrCCBr
**Frontier orbital gap**: 10.19 eV
**E**: -32282.796291 Eh